Record 1
Entry from OMol25: 5 unconnected molecules or ions with the total composition C5H20N10O5 (the ωB97M-V functional and the def2-TZVPD basis).

Cartesian coordinates (Å):
C: -1.330 2.959 2.325
O: -0.781 3.804 2.981
N: -2.369 3.240 1.473
N: -1.011 1.651 2.339
H: -2.624 2.508 0.790
H: -2.658 4.156 1.292
H: -0.096 1.444 2.732
H: -1.370 1.089 1.613
C: 2.276 3.421 0.064
O: 1.823 2.292 -0.059
N: 1.685 4.354 0.914
N: 3.550 3.745 -0.415
H: 0.947 3.893 1.433
H: 2.355 4.880 1.421
H: 3.809 4.696 -0.707
H: 3.802 2.919 -0.999
C: 2.775 -3.784 -0.931
O: 2.112 -2.915 -1.553
N: 2.725 -5.040 -1.359
N: 3.459 -3.372 0.177
H: 3.334 -5.691 -0.906
H: 2.410 -5.270 -2.290
H: 3.116 -2.533 0.520
H: 3.768 -3.996 0.957
C: -0.275 -0.861 -0.774
O: -1.159 -0.278 -0.108
N: -0.522 -1.697 -1.758
N: 1.110 -0.538 -0.446
H: -1.505 -1.888 -1.977
H: 0.246 -2.223 -2.158
H: 1.177 0.385 -0.044
H: 1.898 -0.823 -0.953
C: -4.528 -1.644 -0.432
O: -5.433 -2.498 -0.465
N: -3.935 -1.159 0.721
N: -3.876 -1.234 -1.597
H: -3.945 -1.770 1.508
H: -3.110 -0.546 0.706
H: -4.412 -1.399 -2.477
H: -3.437 -0.278 -1.557

Results
- SMILES = NC(N)=O.NC(N)=O.NC(N)=O.NC(N)=O.NC(N)=O
- LUMO energy (eV) = 0.4

Record 2
Entry from OMol25: 3 unconnected molecules or ions with the total composition C52H45BBr2F3N4O6S (the ωB97M-V functional and the def2-TZVPD basis).

Cartesian coordinates (Å):
C: -4.556 2.191 3.798
C: -4.487 1.239 2.596
Br: -5.788 -0.222 2.837
C: -4.646 1.904 1.157
Br: -4.703 3.842 1.311
C: -3.463 1.400 0.313
C: -2.666 2.224 -0.397
C: -1.557 1.647 -1.118
C: -0.709 2.517 -1.824
C: 0.365 1.983 -2.499
C: 1.358 2.870 -3.246
C: 2.789 2.663 -2.641
C: 3.822 3.444 -3.425
F: 4.218 4.658 -2.942
C: 4.386 3.058 -4.591
F: 4.349 3.848 -5.660
F: 5.049 1.929 -4.782
C: 0.546 0.565 -2.496
C: -0.266 -0.331 -1.842
B: 0.180 -1.844 -2.063
O: 0.866 -2.617 -1.148
N: -0.114 -2.429 -3.384
C: -1.515 -2.840 -3.500
C: 0.808 -3.512 -3.738
C: -1.367 0.227 -1.084
C: -2.253 -0.578 -0.328
C: -2.241 -2.066 -0.089
C: -1.156 -2.394 1.013
C: -0.851 -3.907 1.131
C: 0.552 -4.070 1.804
S: 0.398 -4.541 3.562
C: 0.874 -3.152 4.516
N: 1.908 -3.117 5.289
N: 2.003 -1.919 5.916
C: 0.972 -1.231 5.506
O: 0.246 -1.939 4.638
N: -3.245 0.052 0.312
H: -5.510 2.728 3.887
H: -3.689 2.862 3.870
H: -4.499 1.555 4.701
H: -3.499 0.760 2.643
H: -5.608 1.573 0.744
H: -2.804 3.301 -0.463
H: -0.849 3.599 -1.838
H: 1.109 3.927 -3.095
H: 1.408 2.562 -4.300
H: 3.097 1.605 -2.644
H: 2.848 3.026 -1.602
H: 1.408 0.202 -3.067
H: 0.485 -3.498 -1.048
H: -2.229 -2.070 -3.172
H: -1.735 -3.810 -3.002
H: -1.719 -3.025 -4.573
H: 0.478 -4.519 -3.407
H: 0.864 -3.575 -4.841
H: 1.838 -3.371 -3.389
H: -2.148 -2.690 -0.986
H: -3.194 -2.372 0.380
H: -1.600 -2.062 1.967
H: -0.281 -1.767 0.809
H: -1.649 -4.390 1.712
H: -0.860 -4.394 0.137
H: 1.045 -3.085 1.787
H: 1.218 -4.735 1.236
H: 0.686 -0.226 5.803
H: -3.909 -0.499 0.858
C: 1.558 -0.385 10.288
C: 1.596 0.036 8.962
C: 1.043 1.255 8.605
C: 0.437 2.053 9.568
C: 0.379 1.620 10.893
C: 0.951 0.404 11.251
C: -0.308 2.439 11.929
O: -0.356 2.066 13.082
C: -0.940 3.722 11.518
C: -1.634 4.473 12.458
C: -2.216 5.676 12.091
C: -2.101 6.137 10.784
C: -1.415 5.390 9.841
C: -0.841 4.176 10.201
C: -0.138 3.367 9.171
O: -0.039 3.765 8.026
H: 1.999 -1.334 10.568
H: 2.062 -0.588 8.208
H: 1.078 1.585 7.575
H: 0.917 0.073 12.281
H: -1.722 4.118 13.477
H: -2.761 6.257 12.825
H: -2.551 7.081 10.501
H: -1.330 5.748 8.823
C: 3.278 -0.011 -6.882
C: 2.110 -0.523 -6.325
C: 1.285 -1.342 -7.075
C: 1.617 -1.646 -8.389
C: 2.775 -1.114 -8.956
C: 3.610 -0.306 -8.195
C: 3.120 -1.391 -10.378
O: 4.129 -0.931 -10.868
C: 2.196 -2.234 -11.183
C: 2.471 -2.457 -12.526
C: 1.624 -3.251 -13.283
C: 0.504 -3.834 -12.699
C: 0.222 -3.611 -11.361
C: 1.060 -2.803 -10.601
C: 0.728 -2.544 -9.176
O: -0.251 -3.048 -8.661
H: 3.927 0.620 -6.294
H: 1.844 -0.284 -5.302
H: 0.379 -1.743 -6.637
H: 4.516 0.097 -8.628
H: 3.343 -2.007 -12.983
H: 1.838 -3.419 -14.331
H: -0.152 -4.459 -13.291
H: -0.652 -4.061 -10.910

Results
- LUMO energy (eV) = -4.1
- net charge = +1

Record 3
Entry from OMol25: 3 unconnected molecules or ions with the total composition C17H34BNO5 (the ωB97M-V functional and the def2-TZVPD basis).

Cartesian coordinates (Å):
O: 4.561 1.068 3.665
C: 3.937 0.962 2.336
C: 4.194 2.380 1.542
C: 2.706 3.030 1.235
C: 2.021 3.782 2.528
B: 0.537 4.461 2.143
C: -0.728 3.379 2.085
C: -0.760 2.270 0.842
C: -2.018 1.176 0.853
C: -3.098 1.322 2.077
N: -3.103 2.325 3.194
C: -1.943 3.279 3.179
H: 3.909 1.610 4.219
H: 2.792 0.672 2.438
H: 4.464 0.048 1.787
H: 4.638 2.084 0.475
H: 4.890 3.125 2.134
H: 2.765 3.815 0.346
H: 2.039 2.129 0.829
H: 2.726 4.529 3.090
H: 1.755 2.920 3.310
H: 0.403 5.631 1.935
H: 0.032 2.216 -0.020
H: -2.027 0.377 -0.002
H: -3.999 0.539 2.065
H: -1.909 4.084 4.062
C: -2.190 -0.856 -4.672
O: -1.296 0.072 -5.280
C: -1.468 1.402 -4.776
C: -0.379 1.753 -3.755
O: -0.506 0.967 -2.568
C: 0.429 -0.106 -2.530
H: -1.852 -1.865 -4.918
H: -2.210 -0.748 -3.582
H: -3.195 -0.712 -5.075
H: -2.468 1.531 -4.341
H: -1.383 2.081 -5.630
H: -0.504 2.801 -3.459
H: 0.620 1.646 -4.194
H: 1.426 0.282 -2.299
H: 0.457 -0.657 -3.475
H: 0.127 -0.796 -1.735
C: -1.253 -2.440 0.410
O: -0.823 -3.429 -0.521
C: 0.337 -4.137 -0.065
C: -0.037 -5.513 0.495
O: -0.804 -5.395 1.695
C: -2.194 -5.603 1.470
H: -2.254 -2.115 0.120
H: -1.293 -2.834 1.431
H: -0.577 -1.584 0.371
H: 0.888 -3.547 0.680
H: 0.989 -4.275 -0.934
H: 0.884 -6.046 0.756
H: -0.569 -6.112 -0.255
H: -2.388 -6.670 1.320
H: -2.557 -5.037 0.606
H: -2.740 -5.268 2.358

Results
- SMILES = OCCCCBc1cccnc1.COCCOC.COCCOC
- LUMO energy (eV) = -0.3

Record 4
Entry from OMol25: a gas-phase ion, C5H12N3 (charge +1) (the ωB97M-V functional and the def2-TZVPD basis).

Cartesian coordinates (Å):
C: -3.929 -0.724 0.174
C: 2.760 -0.943 -0.308
C: 1.986 0.322 -0.009
C: 0.511 -0.093 -0.362
C: -0.565 0.923 0.399
N: -1.744 0.812 -0.112
N: -2.648 0.057 0.484
N: -4.708 -0.311 -0.755
H: 3.767 -1.006 0.087
H: 2.185 -1.552 0.270
H: 2.717 -1.198 -1.351
H: 2.179 0.531 0.989
H: 2.203 1.169 -0.689
H: 0.249 -0.156 -1.406
H: 0.277 -1.150 0.160
H: -0.144 1.919 0.143
H: -0.505 0.822 1.508
H: -2.346 -0.336 1.445
H: -4.620 0.501 -1.414
H: -5.696 -0.778 -0.612

Results
- LUMO energy (spin up / spin down) (eV) = -6.1 / -6.1
- net charge = +1

The records above yield largest force on an atom values of 4.1; 2.1; 6.4; 8.4 eV Å⁻¹, respectively.